DFT (ωB97M-V/def2-TZVPD) results for the ion C7H10NO2 with charge +1 in a non-equilibrium geometry.

```
20
Properties=species:S:1:pos:R:3:forces:R:3
C 2.729 0.133 -0.105 -0.3453 2.3768 -1.0009
C 0.840 -2.348 -0.767 -0.7849 0.4575 0.3213
C 1.680 1.080 0.516 -0.3851 1.4758 1.1422
C -0.677 -0.788 0.485 -2.2908 -1.3579 1.0792
C -1.690 -0.155 -0.518 -1.8503 -0.9925 2.6385
C -2.023 2.008 0.306 1.9332 1.0303 -1.2977
C 1.335 -0.075 -0.334 1.3379 -1.2881 -0.0628
N 0.507 -1.155 -0.194 2.8720 -1.0876 -1.9428
O 3.896 0.211 -0.361 -0.4987 -1.2948 0.2941
O -1.467 1.305 -0.592 -1.9546 0.1228 1.9015
H 1.780 -2.444 -1.388 -1.3325 0.3814 1.0598
H 0.130 -3.182 -0.654 0.5359 0.5710 -0.0152
H 1.523 1.195 1.602 0.1911 -0.7953 -0.1091
H 1.591 2.108 0.118 0.1266 -0.5235 -0.3578
H -0.279 -0.056 1.219 -1.0902 -0.4042 -0.0237
H -1.207 -1.694 1.008 1.1981 1.6872 -0.9635
H -1.497 -0.477 -1.489 0.2401 -0.6043 -1.6118
H -2.815 -0.430 -0.210 2.4788 1.1154 -0.6901
H -1.741 3.067 0.179 -0.4559 -0.3235 0.2705
H -2.615 1.696 1.180 0.0746 -0.5466 -0.6317
```
Forces are in eV/Å.

The multiplicity is 1. The calculation puts the highest occupied orbital energy (alpha / beta) at -10.893 / -11.031 eV. Its total charge is +1. Its energy above the lowest of the compared OMol25 structures with the same formula, charge and spin is 707.3 kJ/mol. The calculation puts the HOMO-LUMO gap (alpha / beta) at 3.99 / 4.40 eV.